Computed, not measured: a 4-piece molecular cluster, C2H12NO4 overall in a non-equilibrium geometry, with ωB97M-V with the def2-TZVPD basis set.

Structure (XYZ):
```
19
Properties=species:S:1:pos:R:3
O 1.07 -0.81 -2.68
O -0.05 1.23 -1.62
O 1.96 -0.62 0.83
O -2.00 -0.50 -1.65
N 0.01 0.75 1.25
C 1.38 0.47 1.59
C -0.91 -0.22 1.79
H -0.48 2.02 -1.97
H 0.59 0.03 -2.18
H 1.99 1.32 1.24
H -1.86 0.22 2.06
H 0.45 -1.34 -2.16
H -0.46 -0.67 2.69
H -1.22 0.15 -1.61
H -1.23 -1.11 1.21
H 1.41 -0.86 0.07
H -1.77 -1.40 -1.84
H 1.36 0.21 2.65
H -0.23 1.13 0.33
```

The HOMO energy comes out at -4.89 eV. For the orbital gap, the calculation gives 8.75 eV. The total charge is -1. Its LUMO energy is 0.14169 Eh.

Computed, not measured: C2H12NOV as an isolated structure in a non-equilibrium geometry, with ωB97M-V with the def2-TZVPD basis set.

Structure (XYZ):
```
17
Properties=species:S:1:pos:R:3
V -0.01 -0.33 -0.17
O 0.59 0.89 1.38
N 1.12 0.70 -1.64
C 0.50 0.17 2.58
C -1.28 -1.13 -1.65
H 0.71 -0.86 2.30
H 0.91 0.46 -2.64
H -2.31 -1.40 -1.25
H -1.54 0.20 0.07
H -1.54 -0.61 0.55
H 1.26 0.47 3.33
H -0.72 -2.10 -1.88
H 1.00 1.69 -1.51
H 2.05 0.42 -1.43
H -0.46 0.30 3.03
H 1.12 1.68 1.55
H -1.41 -0.54 -2.60
```

The HOMO energy (spin up / spin down) comes out at -12.62 / -11.96 eV. For the orbital gap (spin up / spin down), the calculation gives 8.66 / 8.00 eV. The total charge is +1. Its LUMO energy (spin up / spin down) is -0.14549 / -0.14559 Eh. As for the spin multiplicity: 2.

Computed, not measured: a 4-piece molecular cluster, C2H12O3S2 overall, with ωB97M-V with the def2-TZVPD basis set.

Structure (XYZ):
```
19
Properties=species:S:1:pos:R:3
S 1.40 -0.36 0.54
S 1.49 -0.74 -1.49
O 0.09 2.47 -1.22
O 0.25 3.49 3.54
O -4.70 1.69 0.82
C 1.45 -3.46 -1.01
C 0.64 -2.32 -1.57
H -3.97 1.77 0.20
H -5.20 2.51 0.77
H 2.41 -3.46 -1.54
H 0.47 -2.47 -2.64
H -0.15 2.08 -0.37
H -0.47 2.03 -1.86
H 2.57 -0.94 0.87
H -0.34 -2.15 -1.14
H 1.68 -3.28 0.02
H 0.94 -4.41 -1.19
H 1.12 3.11 3.66
H 0.33 4.46 3.61
```

The HOMO energy comes out at -9.19 eV. For the orbital gap, the calculation gives 9.60 eV. As for the SMILES: CCSS.O.O.O. Its LUMO energy is 0.01515 Eh.

For the records above, the corresponding ΔE to the lowest compared entry with this formula, charge and spin values read 1.127, 0.132, 0.754 eV.